No. 1
Below is a molecular structure, C37H97AlF6N12O44S6, with properties calculated with the ωB97M-V functional and the def2-TZVPD basis.

Calculated values
**Highest occupied orbital energy**: -9.3 eV
**Net charge**: 0
**Gap between HOMO and LUMO**: 4.456 eV
**Max |F|**: 6.9 eV/A
**LUMO level**: -4.8 eV
**M**: 1747.59 g mol⁻¹

Cartesian coordinates (Å):
1 H 1.87937 3.30439 7.65581
2 C -3.19500 -0.41859 4.70822
3 O -0.57091 -6.57056 3.01692
4 H -3.22783 -1.13124 0.87605
5 C 0.60999 1.25931 -8.13456
6 F -1.99944 -8.00144 4.39437
7 C -0.08689 5.88017 3.07428
8 H 4.50308 0.44367 -7.96440
9 O -1.66588 -4.45555 7.41286
10 H 6.03180 0.56912 3.43359
11 H 3.71019 -2.30739 -4.25377
12 F -2.91562 -7.25381 -4.32808
13 O -5.67676 0.05963 4.80721
14 F -4.69553 -3.25642 -2.42195
15 S -3.94146 -5.82778 -7.31853
16 S -2.67402 -5.81163 -4.72683
17 H -2.49465 -1.09892 5.17771
18 H 1.39909 -2.45831 5.15238
19 O 0.02115 2.30571 6.16617
20 H -1.28638 0.40979 2.22502
21 H 5.51444 5.69620 1.18619
22 H 3.01614 -5.29161 1.11306
23 C -2.34478 -2.07934 -5.02082
24 H 6.75082 0.18828 -3.07743
25 O -2.69331 -4.84950 -3.66419
26 H 5.42591 0.85019 -9.41815
27 C 6.00455 0.65203 -3.77970
28 H -2.85983 3.44144 -4.14266
29 O -5.16924 -5.38151 -8.01490
30 H 4.79724 5.06231 2.72029
31 N -1.50107 -5.70163 5.21603
32 N -2.37669 6.69261 -2.09418
33 O -1.37824 -5.93833 -5.37297
34 C 1.27505 -2.95697 2.39023
35 H 1.16133 1.44228 -9.04788
36 C -4.58762 -0.91691 5.01845
37 C 2.42590 3.65639 4.38629
38 H -4.55551 -1.17731 6.06224
39 O 7.50515 5.18258 2.77702
40 C -3.68152 2.37312 0.73895
41 O 5.49334 -0.32117 0.76328
42 H 0.34152 -3.10880 -3.19974
43 N -8.38735 -9.98585 -2.77890
44 H -0.14428 3.51288 2.15318
45 H -0.23965 4.05417 0.39125
46 H -7.11969 -1.31301 4.15878
47 S 1.21559 1.99618 -2.82345
48 H -2.96222 -0.13146 -3.72520
49 O -2.76505 -2.08424 -3.64882
50 S -1.80124 -6.49765 3.87383
51 H 1.50733 -5.43768 2.17060
52 H 0.26984 -2.54252 2.07132
53 O -2.89809 -0.16957 3.36992
54 O -2.33100 2.64928 0.69379
55 C -0.66527 4.15115 1.39432
56 F 2.73414 2.13390 -2.94200
57 H 8.24590 -0.11005 -5.38004
58 H 1.04249 4.81911 7.86799
59 H -4.33549 3.20285 0.47760
60 H -0.06842 -3.90113 0.12825
61 H 4.52908 -0.32301 2.89222
62 H -3.74814 -2.84748 0.77773
63 O 1.40388 -2.57792 -5.28421
64 O 1.83376 -0.66852 -6.12745
65 O 0.74346 1.80520 -4.13860
66 C -3.71063 -1.87762 0.29235
67 H 3.85572 2.16197 3.96550
68 H -2.72964 2.86479 -2.49325
69 O -1.15274 -0.16595 -7.47727
70 O 1.39978 7.71557 0.16950
71 O -3.21842 -6.92615 -7.84367
72 H 2.39797 -1.01808 5.28966
73 Al -2.93243 -3.48557 -2.28328
74 H 4.98896 4.02725 1.20287
75 H 0.28018 5.08723 3.76126
76 H 3.09909 -2.54584 5.89249
77 H -2.74845 4.56404 1.31000
78 O -1.45610 5.92143 -2.23818
79 H -3.18337 -2.20642 -5.72253
80 H -4.20378 -5.85325 0.48575
81 H 1.04171 5.47452 -0.85172
82 N 1.96140 6.71574 0.56570
83 H -3.16712 0.55013 5.23798
84 N 2.04361 -1.55941 -5.31842
85 H -1.57362 8.31573 -1.22615
86 H 0.69543 6.61448 2.90946
87 H 4.01619 5.79194 4.36542
88 H 0.81902 -2.76694 -1.50629
89 C -3.42112 -0.91015 -3.14320
90 O -0.59454 4.40467 6.02728
91 C -2.34329 7.62023 -0.93767
92 N -4.70292 2.75009 -3.32485
93 C 2.45733 -2.08293 5.09882
94 H 1.11716 -3.62747 3.21224
95 C 3.04704 5.99436 4.80478
96 O -0.51573 5.50315 1.81058
97 C 7.39960 0.51414 -5.65765
98 C -7.11772 -9.29392 -3.04798
99 N 6.79171 4.30359 2.30942
100 C 1.85036 5.42528 -0.18682
101 H -2.24808 3.41664 2.56840
102 H -6.33203 -10.00822 -2.87148
103 O -4.83183 1.54652 -3.10599
104 F 2.38557 -0.60715 -0.52670
105 O 1.82227 -3.65904 1.32589
106 C 0.86573 3.75171 7.80842
107 H 7.62874 1.53979 -5.42882
108 H -0.50735 -1.67423 -2.23756
109 C 3.74471 2.98820 4.76921
110 H -0.96405 0.27737 3.93790
111 H 4.61513 2.16144 -8.58425
112 H 2.73778 5.21323 -0.87823
113 H -7.64564 0.25199 5.01384
114 H 5.32245 3.53385 6.84410
115 N 0.03681 3.47066 6.57077
116 H -2.09187 7.08530 -0.02272
117 O 2.35910 4.80219 5.22875
118 O 0.82186 3.12108 -2.08889
119 O -5.61891 3.44991 -3.66604
120 S -2.43735 -4.93127 6.31337
121 C -1.94933 -4.90784 0.08187
122 H 6.52732 -0.55620 -7.31299
123 H 2.85535 -0.75886 -3.56850
124 O -3.12139 -4.65263 -0.71913
125 H -7.16089 -8.86351 -4.09884
126 H 1.25666 1.01546 -7.29533
127 H -7.08432 -8.48648 -2.21365
128 C 5.11502 1.20126 -8.39466
129 C 4.24688 3.46330 7.03024
130 H -3.77238 0.04456 -1.21372
131 C -6.89412 -0.56896 5.00125
132 O 3.07858 -2.25289 3.85212
133 O 6.16297 0.18340 -5.04449
134 H -2.36455 -4.93698 1.06818
135 H 3.84252 -0.68128 -5.03227
136 C -1.49957 -0.12353 3.10972
137 O -2.99912 -1.95065 -0.95902
138 H 2.54261 6.57624 4.01718
139 H -4.44581 -0.97892 -3.39956
140 H -1.61225 -2.88028 -5.12435
141 H -4.88948 -1.76668 4.38184
142 O 0.18511 0.19474 0.13978
143 C -4.21659 -5.67151 -0.59911
144 H 4.14470 2.95169 8.03724
145 H 1.61351 3.02011 4.76469
146 H 5.00667 0.48331 -3.42933
147 S 1.36815 0.60512 -0.53150
148 O -0.54760 -0.14411 -9.55135
149 H -3.75172 4.42714 -2.92791
150 H 4.65607 3.59981 4.56071
151 H 5.99672 -1.13791 3.60130
152 H 1.87862 4.60726 0.49732
153 H 0.29779 3.27542 8.64543
154 O -0.99215 -3.59176 -1.71154
155 H 3.27633 6.69733 5.57414
156 N -0.43460 0.19961 -8.39414
157 H -4.00002 -6.60015 -1.20763
158 O -3.28738 6.81238 -2.87329
159 C -3.05261 -0.61594 -1.73046
160 C 5.39684 4.78933 1.81829
161 H 2.36793 4.02110 3.32334
162 C -3.31855 3.42310 -3.20250
163 H 6.21538 1.79817 -3.67799
164 C 2.38086 -4.88897 1.86242
165 N 6.27132 -0.23914 1.71203
166 C 3.22523 -1.31375 -4.43321
167 N -3.90750 -5.30969 -5.82032
168 O 7.47951 -0.06329 1.59374
169 H -3.94997 1.50079 0.14438
170 H -1.45060 -2.79821 0.13330
171 H -1.21963 -1.21716 2.91291
172 O -9.00036 -10.46938 -3.70646
173 C 7.07113 0.38261 -7.16172
174 C -2.09260 3.70151 1.49923
175 H -1.51942 -5.82869 -0.26208
176 H 3.73308 4.38719 6.98987
177 H 8.01876 0.36086 -7.70279
178 C 5.59556 -0.30745 3.01184
179 O 2.05229 1.65455 0.14056
180 H 1.57407 -0.93282 3.20827
181 C -0.01200 -2.67147 -2.21285
182 O 7.03190 3.12903 2.28719
183 H -3.94017 2.12508 1.77245
184 O 2.71261 6.67475 1.52094
185 H 2.76899 -1.46083 1.94282
186 O -3.30776 -4.04428 5.57883
187 O -3.02501 -6.09719 3.09778
188 H -5.11758 -5.16490 -0.95878
189 C -1.05180 -3.73494 -0.30741
190 H -1.91628 -1.08642 -5.21898
191 O -8.75305 -9.93751 -1.64457
192 H 3.06916 -4.61280 2.71669
193 H -0.76506 6.40763 3.70397
194 O 6.25227 1.51019 -7.59647
195 H -6.90866 -1.12569 5.95676
196 H -2.03522 -0.22700 -1.60975
197 H 0.16067 2.13834 -7.75093
198 F -3.40305 -6.07703 6.80845
199 H -4.72429 -1.67412 0.01367
200 C 2.16266 -1.81198 2.79910
201 H -3.32863 8.09571 -0.79959
202 N 1.05376 0.57451 -2.12899
203 O 3.67644 2.56938 6.13020


No. 2
Below is a molecular structure, C11H11Cl3N4O4RuS5Se, with properties calculated with the ωB97M-V functional and the def2-TZVPD basis.

Calculated values
**Energy relative to the best compared isomer or geometry (same formula, charge and spin)**: 67.4 kcal/mol
**Highest occupied orbital energy (spin up / spin down)**: -3.7 / -4.0 eV
**Net charge**: -1
**Gap between HOMO and LUMO (spin up / spin down)**: 3.168 / 3.810 eV
**Max |F|**: 4.0 eV/A
**LUMO level (spin up / spin down)**: -0.6 / -0.2 eV
**Spin multiplicity**: 2
**M**: 709.96 g mol⁻¹

Cartesian coordinates (Å):
1 C 2.15139 1.83714 -2.04143
2 C 1.04108 -1.50119 1.27800
3 H -1.48038 -2.21689 3.33071
4 Ru -0.46649 0.52095 -1.13209
5 C 0.90960 -1.12785 3.44719
6 S -0.58602 4.15573 2.07738
7 N 2.19772 -0.94723 1.68108
8 C 2.12400 -0.69888 3.01775
9 H -1.14281 -3.05159 1.78569
10 C 3.27096 -0.58603 0.80157
11 H -3.02558 1.16218 0.75107
12 H 0.45980 -1.07329 4.41677
13 C -0.57557 2.87196 1.02549
14 H 3.63336 -1.46156 0.26230
15 H -1.70969 -1.36999 1.77906
16 N 0.25577 -1.63870 2.36603
17 C -3.22824 0.31062 0.11437
18 O -2.89413 -0.68066 -2.91320
19 N 1.33378 1.14207 -1.57004
20 H 2.91440 -0.22287 3.56136
21 S -1.49119 -0.11014 -3.59990
22 O -1.70434 -0.27353 -4.99470
23 N -2.28124 -0.10437 -0.73798
24 H 4.08117 -0.13801 1.36938
25 C 3.27606 2.50941 -2.40102
26 S -0.15983 1.29483 1.52735
27 O -1.37178 1.26562 -3.14929
28 H -2.06645 -2.00745 -1.60207
29 C -2.73908 -1.12888 -1.61144
30 O -0.46364 -0.96229 -3.01427
31 S -1.01143 3.01160 -0.62516
32 Se 0.52899 -1.86144 -0.50090
33 S -4.38333 -1.69579 -1.00994
34 H 2.92030 0.13712 0.06074
35 H -5.23809 -0.24780 0.77985
36 C -1.10024 -2.10075 2.31883
37 Cl 4.97029 0.94095 -1.50589
38 C -4.38482 -0.40376 0.15424
39 Cl 3.69480 3.88546 -1.44536
40 Cl 3.74093 2.56532 -4.05152


No. 3
Below is 2 unconnected molecules or ions with the total composition C4H12, with properties calculated with the ωB97M-V functional and the def2-TZVPD basis.

Calculated values
**Energy relative to the best compared isomer or geometry (same formula, charge and spin)**: 15.3 kcal/mol
**Highest occupied orbital energy**: -11.4 eV
**Net charge**: 0
**Gap between HOMO and LUMO**: 12.563 eV
**Max |F|**: 2.8 eV/A
**LUMO level**: 1.2 eV
**M**: 60.14 g mol⁻¹

Cartesian coordinates (Å):
1 H 3.15224 0.31045 0.94959
2 H -2.22091 -1.25741 -0.64136
3 H -1.05993 -0.04074 -1.14315
4 C 1.95287 -0.31007 -0.75445
5 H -3.44491 0.54764 -0.03578
6 H 2.59858 -1.14464 -1.08927
7 H -0.86388 -0.73195 0.48686
8 H 0.95598 -0.58134 -1.08217
9 C -1.57728 -0.45564 -0.28834
10 H 2.25558 0.31831 -1.60436
11 C 2.10900 0.16634 0.66195
12 H 1.69793 1.17236 0.68318
13 H -2.60036 0.38984 1.57612
14 H 1.64301 -0.45777 1.41535
15 C -2.49979 0.53308 0.51009
16 H -2.09811 1.54154 0.35574


No. 4
Below is 2 unconnected molecules or ions with the total composition C3H10NS, with properties calculated with the ωB97M-V functional and the def2-TZVPD basis.

Calculated values
**Energy relative to the best compared isomer or geometry (same formula, charge and spin)**: 18.5 kcal/mol
**Highest occupied orbital energy (spin up / spin down)**: -6.1 / -9.2 eV
**Net charge**: 0
**Gap between HOMO and LUMO (spin up / spin down)**: 6.932 / 10.046 eV
**Max |F|**: 1.4 eV/A
**LUMO level (spin up / spin down)**: 0.8 / 0.8 eV
**Spin multiplicity**: 2
**M**: 92.19 g mol⁻¹

Cartesian coordinates (Å):
1 H -2.57071 -0.92367 -0.01194
2 C 0.74776 1.08933 -3.17302
3 H 0.68931 -0.68685 3.08860
4 H -0.29678 0.96574 -3.42694
5 H 1.38539 1.65870 -3.82546
6 S -1.24289 -0.81153 -0.04985
7 H 1.78484 1.33394 -1.39687
8 H -0.93351 -2.08239 1.98724
9 C -0.92219 -1.03061 1.71654
10 H -1.77469 -0.63169 2.28159
11 H 1.13384 -0.27541 1.51518
12 C 0.27091 -0.21868 2.19095
13 N 1.10392 0.77763 -1.87383
14 H 0.01221 0.81397 2.40238
15 H 0.61260 0.02153 -1.42457